Entry 1:
{"formula": "C6H5NO2", "method": "ωB97M-V/def2-TZVPD", "species": ["C", "C", "C", "C", "C", "C", "N", "O", "O", "H", "H", "H", "H", "H"], "positions_angstrom": [[0.7146, 1.6442, -0.1448], [-0.2266, 0.7179, 0.5676], [1.2310, 1.2656, -1.3050], [1.5639, 0.7394, -2.5581], [-1.2311, -2.0938, 1.8745], [-1.0681, -1.3890, 0.8217], [-0.0917, -0.5428, 0.3455], [2.0818, 1.9447, -2.2392], [1.5288, 0.0392, -3.4852], [0.8404, 2.6778, 0.2977], [-0.9553, 1.2043, 1.1734], [-2.0940, -2.6165, 1.9200], [-0.5760, -2.0147, 2.8179], [-1.7177, -1.5764, -0.0859]], "atomic_forces_ev_per_a": [[-0.728, 0.318, 0.708], [2.222, -1.024, -1.697], [-0.063, 1.192, 1.287], [-0.276, 0.158, 0.150], [2.883, 0.697, 4.218], [-0.819, 0.475, -4.485], [0.321, 2.252, 0.949], [0.312, 0.477, 0.108], [0.056, -1.009, -0.922], [0.197, -1.337, -0.874], [-0.828, -0.035, 0.637], [-2.372, -1.998, 0.385], [-1.021, -0.151, -1.694], [0.117, -0.014, 1.229]], "nbo_charge": [-0.308, 0.105, 0.210, 0.761, -0.445, -0.031, -0.391, -0.435, -0.482, 0.244, 0.176, 0.204, 0.201, 0.192], "relative_energy_kcal_mol": 109.5, "smiles": "C=C/N=C/C=C1/OC1=O", "spin_multiplicity": 1}

Entry 2:
{"formula": "C12H18F36MgN6O33S12", "method": "ωB97M-V/def2-TZVPD", "species": ["Mg", "C", "F", "F", "F", "S", "O", "O", "N", "S", "O", "O", "C", "F", "F", "F", "C", "F", "F", "F", "S", "O", "O", "N", "S", "O", "O", "C", "F", "F", "F", "C", "F", "F", "F", "S", "O", "O", "N", "S", "O", "O", "C", "F", "F", "F", "C", "F", "F", "F", "S", "O", "O", "N", "S", "O", "O", "C", "F", "F", "F", "C", "F", "F", "F", "S", "O", "O", "N", "S", "O", "O", "C", "F", "F", "F", "C", "F", "F", "F", "S", "O", "O", "N", "S", "O", "O", "C", "F", "F", "F", "O", "H", "H", "O", "H", "H", "O", "H", "H", "O", "H", "H", "O", "H", "H", "O", "H", "H", "O", "H", "H", "O", "H", "H", "O", "H", "H"], "positions_angstrom": [[4.8510, 18.8772, -5.3900], [4.5047, 9.9839, 1.0207], [5.1094, 9.2266, 1.9106], [3.2531, 9.4693, 1.0294], [4.4696, 11.2825, 1.4352], [5.4017, 9.5850, -0.7128], [6.3468, 8.5123, -0.4317], [4.3392, 9.1927, -1.6208], [6.3075, 11.1474, -1.0168], [5.1103, 11.9594, -1.7334], [5.2754, 11.7588, -3.1884], [3.7405, 11.8434, -1.2247], [5.4803, 13.8375, -1.5188], [4.4444, 14.5060, -1.9909], [5.5837, 14.1386, -0.1895], [6.6150, 14.1523, -2.1684], [4.3711, 14.0224, -12.0741], [5.5887, 14.3642, -12.4662], [3.6729, 13.6494, -13.1516], [4.4918, 13.1398, -11.0278], [3.5084, 15.6184, -11.3196], [2.8159, 15.2645, -10.0476], [4.6078, 16.5439, -11.0841], [2.5134, 16.4069, -12.5321], [1.1089, 15.6613, -12.3669], [0.2823, 15.9115, -13.5571], [1.2208, 14.2674, -11.8728], [0.3349, 16.7717, -10.9452], [0.2468, 16.1823, -9.7810], [0.9518, 17.9059, -10.8041], [-0.9226, 17.0052, -11.2921], [7.4618, 7.7322, -6.4366], [8.5808, 7.1206, -6.4518], [6.6832, 7.2736, -7.4911], [6.6907, 7.4127, -5.3361], [7.8363, 9.6180, -6.6178], [6.6432, 10.3195, -6.1447], [9.0635, 9.9281, -5.8583], [8.3230, 9.6733, -8.3497], [7.1615, 10.4245, -9.0540], [7.5669, 10.3717, -10.4580], [5.7358, 9.9941, -8.8029], [7.3337, 12.2827, -8.6707], [6.5435, 12.5021, -7.6609], [8.5890, 12.6532, -8.5795], [6.9075, 12.9711, -9.8113], [3.1311, 21.4357, -3.0273], [2.2702, 22.1184, -2.2497], [4.1396, 22.2477, -3.5244], [3.6544, 20.5577, -2.2677], [2.2411, 20.5458, -4.5701], [1.7003, 19.3144, -4.0037], [1.1328, 21.3375, -4.9837], [3.5926, 20.1697, -5.6805], [3.4006, 21.2060, -6.8459], [2.8535, 22.5381, -6.5932], [4.7152, 21.1490, -7.5136], [2.1911, 20.3178, -8.2174], [2.7331, 20.0269, -9.3882], [1.8345, 19.1182, -7.6979], [1.0096, 20.9942, -8.3147], [7.9509, 26.5124, -8.8170], [8.0490, 27.8684, -8.7105], [9.2539, 26.0642, -8.8879], [7.2925, 25.8986, -7.7697], [7.0637, 26.0702, -10.5042], [7.1414, 27.3382, -11.2659], [7.7430, 24.9857, -11.1941], [5.3890, 25.6944, -9.9901], [5.4557, 24.1560, -9.4090], [6.7612, 23.7140, -9.0628], [4.4691, 24.0582, -8.3127], [4.8514, 23.1008, -10.8715], [5.4385, 23.4985, -12.0470], [4.9617, 21.7975, -10.8038], [3.5403, 23.3008, -10.9001], [6.8284, 15.2281, -5.6297], [5.6130, 14.9022, -6.0881], [7.0317, 15.0638, -4.3574], [7.6896, 14.3999, -6.1948], [7.3238, 17.0229, -6.2192], [7.9401, 17.5762, -5.0252], [8.2915, 16.7541, -7.3217], [5.8479, 17.9184, -6.5902], [5.6815, 17.5438, -8.1242], [5.9248, 16.1666, -8.5874], [4.3933, 18.0871, -8.5865], [6.9760, 18.8047, -9.1292], [7.9364, 19.3066, -8.3592], [7.5532, 18.2732, -10.1558], [6.2408, 19.8643, -9.5375], [3.2789, 18.9566, -11.9750], [3.9110, 18.9878, -11.2569], [2.5824, 19.5563, -11.7078], [8.1150, 18.3109, -12.9588], [8.6662, 18.0812, -13.7068], [8.6094, 18.0121, -12.1956], [2.5396, 15.1520, -6.3581], [1.6302, 14.8831, -6.4882], [2.8911, 15.2462, -7.2435], [3.4244, 17.3818, -4.9762], [2.6841, 17.7330, -4.4813], [3.1357, 16.5131, -5.2558], [6.4065, 20.3659, -5.3952], [6.2051, 21.2104, -5.7984], [7.3420, 20.4114, -5.1977], [7.1095, 16.8675, -1.6753], [6.4973, 17.0504, -0.9625], [6.8859, 15.9822, -1.9626], [10.3289, 17.4148, -2.7411], [10.9458, 17.0630, -2.0993], [9.7263, 16.6919, -2.9160], [9.2305, 20.1974, -4.8337], [9.2671, 19.2424, -4.7801], [9.2325, 20.3854, -5.7722], [5.4118, 18.6604, -3.5148], [4.9587, 18.4825, -2.6907], [6.3416, 18.6086, -3.2934]], "atomic_forces_ev_per_a": [[0.670, -0.886, 1.612], [-0.674, -0.214, -0.898], [1.278, 0.162, 1.091], [-0.030, 0.951, -0.640], [0.189, -1.617, -0.428], [1.028, 0.466, -0.267], [-0.430, 1.635, 0.388], [0.943, 0.867, 0.920], [-2.960, -2.676, 1.279], [-0.500, 0.008, -4.080], [-0.552, 1.119, 2.256], [1.489, 0.462, 0.300], [-0.148, -2.446, 1.119], [0.340, 0.424, -0.315], [0.393, 0.290, -0.888], [-0.569, 0.235, 0.721], [-0.622, 1.349, 1.690], [-0.099, -0.277, -0.037], [0.505, -0.966, 0.834], [-0.667, 0.676, -2.353], [0.118, 2.853, 2.046], [1.044, 0.077, -2.474], [-0.464, -1.162, -1.094], [0.937, -3.200, 1.962], [0.015, -0.821, -0.602], [0.564, -0.121, 1.644], [-1.154, 2.060, -0.938], [-0.260, -1.779, -1.292], [0.406, -0.815, 1.212], [0.594, 0.982, 0.009], [-1.386, 0.654, -0.702], [-3.734, 1.123, -0.740], [1.688, -1.492, 0.393], [1.170, 0.660, 0.947], [1.593, 0.579, -0.863], [1.282, 1.433, 0.404], [1.507, -1.397, -1.126], [-1.533, -1.319, -1.115], [-0.925, -0.550, 5.146], [-3.480, -0.656, -4.004], [-0.303, 0.349, 0.595], [3.640, 1.441, -0.060], [-1.399, -1.048, -3.394], [0.307, 1.341, 0.502], [0.529, 0.065, 1.400], [-0.173, -0.778, 1.755], [-0.127, 1.883, -2.435], [0.301, 0.129, -1.192], [-1.695, -0.786, 0.886], [1.213, -1.943, 1.169], [-0.970, -2.044, 1.606], [1.954, -0.050, 0.208], [0.866, 1.187, -0.712], [-6.207, 3.315, 3.130], [2.388, 3.184, -6.123], [0.493, -2.694, 0.410], [-1.844, -0.141, 1.039], [-0.992, -1.309, 1.429], [-0.246, 1.572, 0.747], [0.296, 0.445, 0.367], [1.560, 0.052, -0.440], [0.340, -1.075, -0.551], [-0.595, -1.508, 0.654], [-1.670, 0.323, 0.484], [1.652, 2.053, -1.327], [-1.793, 0.545, -1.837], [-0.714, -1.417, 1.866], [-0.224, 0.882, 1.235], [3.679, -0.323, -0.794], [-2.103, 1.046, 2.383], [1.036, -0.893, -0.189], [1.010, 0.028, -2.632], [-0.040, 0.427, -0.567], [-0.755, -0.141, 1.243], [1.075, -0.479, 0.561], [-0.785, 0.888, -0.624], [0.117, -0.618, -2.645], [0.423, 0.528, 1.305], [-1.019, 0.804, 1.131], [0.346, 0.283, -0.614], [2.477, -1.177, -0.411], [-0.925, 0.494, -0.001], [-2.795, 1.219, 2.241], [5.221, -4.202, -1.312], [-2.927, -0.256, -6.787], [0.345, 2.535, 2.042], [1.868, -0.273, 1.748], [-1.758, 0.796, 1.102], [0.295, 0.060, 0.900], [0.084, -1.094, -0.855], [0.247, -1.090, 0.249], [0.067, 0.568, -0.448], [0.291, -0.235, 0.259], [-0.113, 0.115, 0.065], [-0.017, 0.205, -0.194], [0.065, -0.086, -0.185], [-0.030, -0.117, 0.300], [0.031, 0.137, 0.593], [-0.184, -0.080, -0.057], [0.276, 0.038, -0.647], [0.614, 0.698, 0.510], [-0.537, 0.417, 0.201], [-0.067, -1.054, -0.932], [-0.461, 0.187, 0.262], [-0.408, 0.298, -0.554], [0.823, -0.385, 0.463], [0.088, 0.705, -0.047], [-0.064, -0.077, 0.312], [0.005, -0.342, -0.232], [0.190, 0.302, -0.058], [0.119, -0.074, 0.125], [-0.362, -0.143, -0.130], [-0.244, 0.666, 0.166], [-0.029, -0.644, 0.085], [0.280, 0.011, -0.437], [-0.036, 0.149, 0.657], [-0.313, -0.274, -0.037], [0.747, -0.190, -0.039]], "lowdin_charge": [0.450, -0.614, 0.106, 0.093, 0.090, 0.698, -0.338, -0.316, -0.287, 0.569, -0.315, -0.340, -0.628, 0.147, 0.086, 0.092, -0.587, 0.137, 0.114, 0.109, 0.723, -0.352, -0.340, -0.294, 0.601, -0.359, -0.364, -0.712, 0.137, 0.156, 0.102, -0.625, 0.166, 0.066, 0.088, 0.707, -0.310, -0.354, -0.293, 0.551, -0.363, -0.346, -0.647, 0.148, 0.152, 0.066, -0.603, 0.137, 0.098, 0.179, 0.751, -0.306, -0.254, -0.321, 0.643, -0.282, -0.304, -0.530, 0.152, 0.094, 0.106, -0.534, 0.081, 0.073, 0.073, 0.691, -0.374, -0.336, -0.294, 0.570, -0.324, -0.328, -0.642, 0.091, 0.156, 0.115, -0.628, 0.151, 0.169, 0.155, 0.784, -0.322, -0.280, -0.331, 0.653, -0.273, -0.298, -0.590, 0.114, 0.184, 0.110, -0.065, 0.005, 0.012, -0.044, 0.019, 0.013, -0.017, 0.058, 0.049, -0.042, 0.025, 0.032, -0.046, 0.068, 0.026, -0.025, 0.039, -0.004, -0.048, 0.025, 0.019, -0.038, 0.011, 0.047, -0.018, 0.085, 0.067], "charge": -4, "spin_multiplicity": 1}

Entry 3:
{"formula": "C2H12O5", "method": "ωB97M-V/def2-TZVPD", "species": ["C", "C", "O", "H", "H", "H", "H", "H", "H", "O", "H", "H", "O", "H", "H", "O", "H", "H", "O"], "positions_angstrom": [[-0.8445, 0.7805, 2.4528], [-1.2503, 0.8431, 1.1586], [-0.9285, 1.7816, 0.2832], [-1.0478, -0.0876, 3.0082], [-0.4953, 1.6258, 2.9355], [-1.8636, 0.0505, 0.7338], [-0.7870, 1.4518, -0.6503], [0.1240, 1.0612, -3.0479], [0.4244, 0.0455, -1.9160], [-0.1627, 0.7979, -2.1767], [-1.7046, -1.5476, -1.6752], [-0.4653, -1.7385, -0.9177], [-1.4681, -1.7124, -0.8364], [2.0487, -2.1124, -1.3543], [1.7194, -0.9257, -0.4169], [1.4514, -1.3173, -1.2899], [1.0304, 0.1669, 1.5494], [2.3276, 0.8574, 1.0671], [1.8920, -0.0206, 1.0927]], "atomic_forces_ev_per_a": [[-1.028, -0.062, -2.500], [0.101, -1.537, 0.741], [0.544, 1.172, -0.799], [-0.617, -0.807, 0.659], [1.180, 1.473, 0.858], [0.341, -0.284, 0.117], [-0.447, 0.126, 0.950], [0.099, 0.205, -0.273], [-0.363, 0.607, -0.406], [0.275, -0.792, 0.550], [-1.712, 1.007, -4.785], [-1.538, -0.057, 0.394], [3.247, -1.058, 4.368], [-1.055, 1.189, -0.192], [-0.263, 0.142, -0.257], [1.262, -1.261, 0.654], [0.459, -0.193, -0.354], [-0.332, -0.782, -0.054], [-0.151, 0.913, 0.327]], "nbo_charge": [-0.616, 0.199, -0.720, 0.211, 0.202, 0.190, 0.530, 0.486, 0.509, -0.985, 0.457, 0.485, -0.951, 0.496, 0.521, -1.017, 0.506, 0.485, -0.989], "relative_energy_kcal_mol": 13.3, "smiles": "C=CO.O.O.O.O", "spin_multiplicity": 1}

no.,HOMO level (Eh),orbital gap (eV)
1,-0.3500,9.243
2,-0.0766,7.322
3,-0.3234,9.205